C22H25N3O4 | ωB97M-V/def2-TZVPD

Computed properties:
- total charge = 0
- energy relative to the best compared isomer or geometry (same formula, charge and spin) (kcal/mol) = 618.9
- frontier orbital gap (eV) = 6.9

```
54
Properties=species:S:1:pos:R:3:forces:R:3:mulliken_charge:R:1
C 5.7066 -6.1181 -0.3062 -1.947 9.219 -1.787 -1.439
C 4.8627 -5.4019 0.8420 0.042 -3.262 -2.976 -0.573
C 4.0099 -4.1636 0.3060 3.832 -3.275 5.572 0.301
H 4.7714 -3.5000 -0.0526 -0.109 0.483 -1.025 0.388
H 3.7856 -3.7810 1.3503 -1.367 0.114 -1.729 0.140
C 3.0669 -4.7668 -0.6137 1.192 8.579 4.829 -1.461
N 2.1799 -3.7431 -0.8584 -0.262 10.442 -8.128 0.985
C 2.5915 -2.4791 -1.8774 -2.869 -3.980 4.155 -0.627
C 1.5253 -1.6105 -1.8247 -2.059 -1.543 1.879 1.472
C 1.0766 -0.3905 -2.3155 2.644 1.413 -4.977 -0.111
C -0.1557 0.1465 -2.2071 3.491 -6.859 4.501 -1.586
C -0.8741 -0.4074 -1.2003 -4.686 -2.891 7.918 0.506
C -0.5271 -1.5479 -0.3170 -5.097 0.992 -2.146 -0.340
C 0.4734 -2.2326 -0.8691 8.445 -2.520 -0.847 -0.525
N 1.1475 -3.3084 -0.3563 -5.430 -2.209 3.976 -1.263
H -1.3776 -2.2098 0.2669 2.327 2.451 -1.010 0.254
C -2.2572 0.2050 -0.5081 -0.798 0.775 -4.849 0.345
O -3.2682 -0.4871 -0.3203 2.875 2.249 0.669 -0.555
N -2.3036 1.7289 -0.7869 -1.810 -11.055 -0.954 -0.097
H -1.4574 1.9846 -0.8480 7.615 3.243 -0.262 0.255
C -3.2896 2.4039 -0.3074 -5.786 4.315 -5.665 -0.913
C -3.1972 2.8956 0.9371 1.271 11.178 6.588 0.570
C -2.8009 2.2957 2.0367 1.639 -5.249 4.497 0.070
C -2.5517 2.7517 3.3307 2.014 6.960 0.635 -1.043
C -2.4721 4.4516 3.2474 3.237 -15.157 10.421 0.522
C -3.0330 5.1035 2.3614 -0.017 -3.509 -2.244 1.266
C -3.1840 4.4429 1.3079 -4.461 -4.444 -15.159 -1.209
H -3.6166 5.1319 0.1547 1.337 -1.901 3.699 -0.029
O -3.0628 6.2162 2.7424 -2.939 16.012 1.361 -0.437
C -2.7361 6.3706 4.1403 3.404 4.304 -2.592 -0.214
O -2.3941 5.1513 4.4215 1.142 -3.693 2.118 -0.368
H -1.6759 7.0995 4.1906 -3.077 -1.404 -0.084 0.199
H -3.5622 6.8256 4.6464 -0.491 0.114 0.603 0.286
H -2.0600 2.3004 4.3181 -1.379 0.645 -2.824 0.259
H -2.5901 1.2149 2.0755 -0.480 -0.042 -0.762 0.284
H -3.7677 3.1458 -1.2123 1.276 -1.086 2.688 0.189
H -4.1039 1.8032 -0.2003 -2.544 -2.542 -0.436 0.509
H -0.5919 0.9220 -2.4565 -2.932 7.718 -3.978 1.153
H 1.6868 0.0304 -3.1549 -0.252 -0.011 0.912 0.197
O 3.6302 -2.7559 -2.6196 -0.472 -3.644 5.784 -0.371
C 3.7353 -1.8549 -3.4852 4.995 5.221 -9.144 -0.627
C 2.8458 -2.4333 -4.8493 3.109 10.537 2.061 -1.129
H 3.2342 -1.6457 -5.6254 -1.439 -1.161 1.033 0.262
H 1.9816 -2.1399 -4.3956 -3.281 -0.513 -0.130 0.426
H 3.2290 -3.2412 -5.1680 1.861 -6.548 -1.474 0.473
H 3.6685 -0.6325 -3.2288 -0.584 -3.407 -0.290 0.299
H 4.8811 -1.9293 -3.7445 -1.858 0.590 -0.304 0.319
H 3.4496 -4.9598 -1.4304 4.053 -2.293 -7.978 0.378
H 2.4142 -5.3597 -0.3805 -5.647 -8.201 3.863 0.741
H 4.2938 -6.4080 1.0760 0.206 2.601 0.767 0.240
H 5.6018 -5.1426 1.5496 0.287 0.329 1.311 0.433
H 6.4258 -5.2689 -0.8287 -1.999 -1.799 0.688 0.209
H 6.3880 -6.6668 0.0385 5.033 -5.125 3.088 0.597
H 5.0991 -6.5643 -0.9995 -1.252 -1.162 -1.860 0.390
```
Positions in Å, forces in eV/Å.